Version w
Below is 2 unconnected molecules or ions with the total composition C4H15N2O, with properties calculated with ωB97M-V with the def2-TZVPD basis set.

Values from the calculation:
Gap between HOMO and LUMO   8.6 eV
Net charge   +1

```
22
Properties=species:S:1:pos:R:3:mulliken_charge:R:1
C 0.539 0.670 -0.550 -0.600
C 0.020 0.352 0.735 -0.659
C -1.473 0.160 0.443 -0.287
C -2.085 -0.710 1.503 -0.666
N -3.490 -1.163 1.204 -0.644
N 2.149 1.023 -0.432 -0.372
H 0.201 1.586 -1.022 0.339
H 0.541 -0.110 -1.328 0.326
H 0.425 -0.570 1.210 0.472
H 0.096 0.984 1.688 0.355
H -1.547 -0.428 -0.532 0.261
H -1.934 1.231 0.437 0.292
H -1.455 -1.589 1.537 0.345
H -2.110 -0.285 2.616 0.275
H -3.717 -1.887 1.898 0.250
H -4.223 -0.421 1.303 0.234
H 2.679 0.441 -1.211 0.347
H 2.186 1.981 -0.596 0.352
H 2.422 0.864 0.595 0.383
H 3.621 -0.467 -3.303 0.323
H 3.951 -0.743 -1.905 0.332
O 3.281 -0.305 -2.447 -0.659
```


Version x
Below is 2 unconnected molecules or ions with the total composition C4H15N2O, with properties calculated with ωB97M-V with the def2-TZVPD basis set.

Values from the calculation:
Gap between HOMO and LUMO   9.8 eV
Net charge   +1

```
22
Properties=species:S:1:pos:R:3:mulliken_charge:R:1
C -1.241 -1.377 -0.036 -0.490
N -1.428 -1.986 1.253 -0.626
C -0.055 -0.482 -0.052 0.055
N -0.130 0.472 -1.254 -0.158
C 0.677 1.721 -1.382 -0.755
C 1.345 -1.049 -0.141 -1.223
H -1.022 -2.153 -0.812 0.328
H -2.179 -1.019 -0.519 0.391
H -0.725 -2.531 1.765 0.211
H -2.235 -2.599 1.203 0.254
H -0.161 0.131 0.775 0.202
H -0.061 -0.030 -2.083 0.352
H -1.067 0.901 -1.229 0.427
H 1.136 1.769 -0.385 0.254
H 1.384 1.702 -2.184 0.317
H -0.086 2.495 -1.538 0.344
H 1.597 -1.851 0.579 0.388
H 1.448 -1.594 -1.112 0.369
H 2.086 -0.235 0.124 0.355
H 0.053 2.247 3.074 0.304
H 0.441 3.223 1.873 0.320
O 0.223 2.245 2.079 -0.620
```


Last place for stability: version w


Version w
Below is 2 unconnected molecules or ions with the total composition C6H10NOS, with properties calculated with ωB97M-V with the def2-TZVPD basis set.

Values from the calculation:
Gap between HOMO and LUMO (spin up / spin down)   7.8 / 7.3 eV
Net charge   +1

```
19
Properties=species:S:1:pos:R:3:mulliken_charge:R:1
C -1.262 2.494 -1.003 -0.649
C -0.522 2.723 -2.117 -0.508
C -0.900 1.337 -0.276 0.716
C 0.164 0.767 -0.806 -0.011
C 2.077 -1.754 0.879 -1.296
C 0.802 -1.776 0.100 -0.111
N -0.468 -1.747 1.005 -0.213
O -1.664 0.895 0.847 -0.669
S 0.737 1.511 -2.188 -0.129
H -2.208 2.844 -0.790 0.340
H -0.507 3.579 -2.708 0.483
H 2.710 -1.212 0.259 0.328
H 2.090 -1.272 1.794 0.511
H 2.475 -2.700 1.043 0.408
H 0.784 -2.349 -0.785 0.419
H -0.897 -0.831 0.849 0.244
H -0.067 -1.701 1.964 0.403
H -1.158 -2.527 0.841 0.381
H -2.188 1.719 1.092 0.352
```


Version x
Below is a gas-phase ion, C6H10NOS (charge +1), with properties calculated with ωB97M-V with the def2-TZVPD basis set.

Values from the calculation:
Gap between HOMO and LUMO   7.3 eV
Net charge   +1

```
19
Properties=species:S:1:pos:R:3:mulliken_charge:R:1
C 0.557 -0.935 0.418 -0.958
C -0.573 0.588 -1.303 -0.409
C 0.188 -0.544 -0.919 1.181
C -0.077 -0.680 1.644 0.473
C -0.829 1.776 -0.651 -0.259
C 0.740 -1.386 -2.066 -1.602
N 0.129 2.427 0.008 -0.325
O -1.197 0.132 1.918 -0.457
S 0.911 -1.339 2.981 -0.113
H 1.344 -1.584 0.536 0.440
H -1.205 0.453 -2.189 0.309
H -1.713 2.344 -1.017 0.375
H 1.263 -0.935 -2.872 0.394
H -0.118 -1.849 -2.329 0.451
H 1.388 -2.147 -1.633 0.375
H -0.013 3.169 0.639 0.266
H 0.940 1.807 0.364 0.301
H -1.768 -0.347 2.549 0.390
H 0.031 -0.949 3.921 0.169
```


Last place for stability: version w


Version w
Below is C2H8N3P in the gas phase, with properties calculated with ωB97M-V with the def2-TZVPD basis set.

Values from the calculation:
SMILES string   CCNP(#N)N
Gap between HOMO and LUMO (spin up / spin down)   9.1 / 9.1 eV
Net charge   0

```
14
Properties=species:S:1:pos:R:3:mulliken_charge:R:1
C 0.644 -1.681 0.733 -1.096
C -0.771 -1.127 0.594 -0.400
N -0.911 0.252 0.344 -0.453
P -0.118 0.881 -1.300 0.583
N 0.045 0.641 -2.815 -0.533
N 0.635 2.338 -0.660 -0.637
H 1.109 -0.924 1.386 0.296
H 0.667 -2.642 1.095 0.375
H 1.245 -1.522 -0.146 0.340
H -1.370 -1.709 -0.232 0.249
H -1.395 -1.187 1.478 0.389
H -0.704 0.922 1.061 0.311
H 0.968 2.941 -1.529 0.317
H -0.045 2.817 -0.009 0.261
```


Version x
Below is C2H8N3P in the gas phase, with properties calculated with ωB97M-V with the def2-TZVPD basis set.

Values from the calculation:
SMILES string   C/C=N/P(N)N
Gap between HOMO and LUMO   9.1 eV
Net charge   0

```
14
Properties=species:S:1:pos:R:3:mulliken_charge:R:1
C 2.066 -0.505 -1.608 -0.927
C 1.099 0.072 -0.631 0.126
N -0.130 -0.011 -0.704 -0.639
P -1.166 1.114 0.856 0.350
N -2.738 0.490 0.636 -0.504
N -0.697 0.187 2.112 -0.550
H 2.594 -1.498 -1.310 0.233
H 1.640 -0.593 -2.521 0.306
H 2.823 0.361 -1.801 0.249
H 1.536 0.491 0.263 0.297
H -3.483 1.124 0.231 0.244
H -2.834 -0.470 0.340 0.248
H 0.332 -0.018 1.934 0.269
H -1.042 -0.745 2.203 0.299
```


Last place for stability: version w


Version w
Below is C9H9N in the gas phase, with properties calculated with ωB97M-V with the def2-TZVPD basis set.

Values from the calculation:
SMILES string   C#CN(C)c1ccccc1
Gap between HOMO and LUMO   9.6 eV
Net charge   0

```
19
Properties=species:S:1:pos:R:3:mulliken_charge:R:1
C 2.761 0.320 2.028 0.087
C 1.612 0.042 1.790 -0.753
N 0.059 -0.287 1.401 -0.084
C -0.100 -1.648 1.972 -0.894
C -0.220 0.061 0.051 0.454
C -0.208 1.385 -0.306 -0.161
C -0.623 1.902 -1.556 -0.615
C -0.981 0.976 -2.509 -0.322
C -0.992 -0.332 -2.214 -0.590
C -0.543 -0.813 -0.989 -0.330
H 3.628 0.772 2.348 0.490
H -0.952 -2.216 1.397 0.280
H 0.943 -2.082 1.873 0.349
H -0.257 -1.576 3.005 0.302
H 0.084 2.089 0.474 0.328
H -0.962 2.905 -1.641 0.345
H -1.396 1.324 -3.426 0.362
H -1.317 -1.011 -3.021 0.311
H -0.536 -1.810 -0.678 0.440
```


Version x
Below is C9H9N in the gas phase, with properties calculated with ωB97M-V with the def2-TZVPD basis set.

Values from the calculation:
Gap between HOMO and LUMO (spin up / spin down)   7.7 / 6.7 eV
Net charge   0

```
19
Properties=species:S:1:pos:R:3:mulliken_charge:R:1
C 1.648 2.014 -0.382 0.242
C -2.095 -0.639 1.379 -0.687
C -1.567 0.285 2.341 -0.445
C -1.027 -1.032 0.581 -0.673
C -0.276 0.674 1.933 -0.820
C 1.451 -0.315 0.182 -0.953
C 1.307 0.763 -0.881 0.580
C 0.145 -0.214 0.951 0.827
C 0.956 0.736 -2.296 -1.575
N 1.828 3.039 0.099 -0.502
H -3.041 -0.936 1.424 0.568
H -2.061 0.546 3.188 0.551
H -0.945 -1.787 -0.234 0.322
H 0.323 1.402 2.370 0.473
H 1.521 -1.347 -0.070 0.447
H 2.295 -0.250 0.815 0.432
H 0.823 -0.219 -2.618 0.484
H 1.552 1.312 -2.972 0.388
H -0.063 1.054 -2.488 0.339
```


Last place for stability: version x